[1]
Formula: C9H7N2O5STc
Source: OMol25
Level of theory: ωB97M-V/def2-TZVPD

Summary:
Charge: +3
ΔE to the lowest compared entry with this formula, charge and spin: 0.00 kJ/mol
Lowest unoccupied orbital energy (spin up / spin down): -0.483 / -0.589 Eh
Spin multiplicity: 4

Geometry (Å):
1 O 2.427 4.409 -0.673
2 C 1.914 3.360 -0.577
3 Tc 0.531 -1.263 -1.887
4 C 0.747 -2.844 -0.885
5 O 0.861 -3.846 -0.332
6 C 0.192 -2.236 -3.568
7 O 0.024 -2.798 -4.578
8 C 2.143 -0.288 -2.545
9 O 3.111 0.243 -2.872
10 C -1.192 -0.348 -1.673
11 O -2.223 0.137 -1.522
12 H 1.516 1.742 -0.838
13 C -0.771 -1.557 2.030
14 N -0.801 -0.121 1.770
15 C -1.759 0.751 2.289
16 C -1.426 2.015 1.839
17 N -0.279 1.866 1.075
18 C 0.084 0.576 1.009
19 S 1.461 -0.039 0.182
20 H -1.167 -2.109 1.175
21 H 0.265 -1.870 2.202
22 H -1.424 -1.761 2.880
23 H -2.561 0.420 2.915
24 H -1.892 2.946 2.001
25 H 0.220 2.616 0.582



[2]
Formula: C6H8N2O
Source: OMol25
Level of theory: ωB97M-V/def2-TZVPD

Summary:
Charge: 0
ΔE to the lowest compared entry with this formula, charge and spin: 219.56 kJ/mol
Lowest unoccupied orbital energy: -0.040 Eh
SMILES: CNCC1=NC=CC1=O

Geometry (Å):
1 C -2.933 -0.651 -0.386
2 N -2.197 0.574 -0.247
3 C -1.070 0.630 0.649
4 C 0.127 -0.110 0.272
5 N 0.357 -1.356 0.227
6 C 1.761 -1.468 -0.054
7 C 2.397 -0.314 -0.185
8 C 1.400 0.702 -0.071
9 O 1.417 1.879 -0.271
10 H -3.885 -0.521 -0.993
11 H -3.321 -1.067 0.609
12 H -2.293 -1.396 -0.892
13 H -2.789 1.244 0.192
14 H -0.699 1.702 0.669
15 H -1.370 0.247 1.643
16 H 2.362 -2.396 0.005
17 H 3.445 -0.116 -0.273



[3]
Formula: C13H29Br8P2S
Source: OMol25
Level of theory: ωB97M-V/def2-TZVPD

Summary:
Charge: -1
Lowest unoccupied orbital energy: 0.087 Eh

Geometry (Å):
1 C 2.172 -1.432 -0.042
2 C 0.843 -2.183 -0.617
3 P -0.303 -1.158 -1.727
4 C 0.063 0.714 -1.709
5 P -0.460 1.526 -0.016
6 S 0.976 1.570 1.295
7 C -2.139 -1.549 -1.340
8 C -2.472 -1.679 0.279
9 H 2.338 -0.332 -0.399
10 H 3.133 -2.057 -0.369
11 H 2.171 -1.457 1.140
12 H 0.233 -2.650 0.274
13 H 1.220 -3.112 -1.264
14 H 1.233 0.942 -1.773
15 H -0.733 2.927 -0.365
16 H -1.717 1.002 0.486
17 H -2.370 -2.627 -1.796
18 H -2.863 -0.761 -1.834
19 H -2.584 -2.817 0.594
20 H -3.511 -1.112 0.428
21 H -1.701 -1.130 0.969
22 Br 1.404 -2.006 -2.965
23 C 1.451 -2.782 -4.754
24 C 2.321 -4.017 -4.791
25 Br 4.214 -3.547 -4.805
26 H 1.785 -1.995 -5.436
27 H 0.411 -3.036 -4.981
28 H 2.160 -4.575 -5.719
29 H 2.164 -4.685 -3.940
30 Br -6.773 1.205 -3.334
31 C -6.685 -0.227 -2.013
32 C -6.339 0.312 -0.644
33 Br -4.438 0.728 -0.510
34 H -5.965 -0.962 -2.385
35 H -7.684 -0.673 -2.010
36 H -6.519 -0.444 0.125
37 H -6.885 1.223 -0.385
38 Br 3.992 3.848 1.014
39 C 3.584 5.679 1.548
40 C 2.387 5.726 2.470
41 Br 0.723 5.508 1.477
42 H 3.448 6.258 0.630
43 H 4.482 6.031 2.065
44 H 2.307 6.707 2.948
45 H 2.403 4.951 3.242
46 Br 3.415 0.442 3.287
47 C 2.686 0.445 5.096
48 C 2.058 -0.887 5.435
49 Br 0.310 -1.076 4.592
50 H 1.987 1.284 5.157
51 H 3.543 0.644 5.746
52 H 1.865 -0.960 6.509
53 H 2.660 -1.744 5.119



[4]
Formula: C5H11HgO2
Source: OMol25
Level of theory: ωB97M-V/def2-TZVPD

Summary:
Charge: 0
ΔE to the lowest compared entry with this formula, charge and spin: 339.74 kJ/mol
Lowest unoccupied orbital energy (spin up / spin down): 0.003 / -0.047 Eh
Spin multiplicity: 2

Geometry (Å):
1 C 3.391 0.602 -0.631
2 C 2.258 0.279 0.104
3 O 0.470 -1.080 1.125
4 C -0.388 -1.630 0.192
5 C -1.856 -1.283 0.362
6 O -2.005 0.125 0.231
7 C -3.345 0.560 0.251
8 Hg -0.136 1.047 1.134
9 H 3.506 1.573 -1.119
10 H 3.882 -0.221 -1.161
11 H 2.720 0.403 1.109
12 H 1.664 0.011 -0.806
13 H -0.324 -2.739 0.147
14 H -0.111 -1.257 -0.823
15 H -2.248 -1.626 1.336
16 H -2.450 -1.793 -0.419
17 H -3.374 1.596 -0.108
18 H -3.968 -0.067 -0.407
19 H -3.762 0.519 1.271



[5]
Formula: CH3BCl2O2
Source: OMol25
Level of theory: ωB97M-V/def2-TZVPD

Summary:
Charge: 0
ΔE to the lowest compared entry with this formula, charge and spin: 245.59 kJ/mol
Lowest unoccupied orbital energy: 0.002 Eh

Geometry (Å):
1 B -0.291 -0.429 -0.255
2 C 0.990 0.196 0.541
3 O -0.350 -1.379 -1.155
4 O -1.903 0.519 0.039
5 Cl 2.396 -1.096 0.502
6 Cl 1.571 1.753 -0.256
7 H 0.648 0.436 1.568
8 H -1.315 -1.324 -1.570
9 H -1.746 1.324 0.586



[6]
Formula: C27H57NO14S6
Source: OMol25
Level of theory: ωB97M-V/def2-TZVPD

Summary:
Charge: 0
ΔE to the lowest compared entry with this formula, charge and spin: 0.00 kJ/mol
Lowest unoccupied orbital energy: -0.006 Eh

Geometry (Å):
1 C -32.359 -24.917 4.519
2 C -33.534 -25.529 5.332
3 O -33.326 -26.561 6.046
4 N -34.819 -24.860 5.227
5 H -34.714 -23.733 5.249
6 H -35.345 -24.968 4.293
7 C -36.025 -25.219 6.046
8 H -32.197 -24.026 4.759
9 H -32.650 -24.816 3.470
10 H -31.416 -25.563 4.494
11 H -36.873 -24.508 6.102
12 H -35.634 -25.085 7.240
13 H -36.329 -26.295 5.945
14 O -34.465 -22.482 4.992
15 H -34.216 -21.609 4.954
16 C -39.306 -20.475 7.767
17 C -38.858 -21.708 7.059
18 C -39.929 -22.065 6.146
19 S -41.365 -21.974 7.092
20 O -41.554 -23.201 7.755
21 O -42.414 -21.467 6.279
22 C -40.815 -20.723 8.217
23 H -39.162 -19.503 7.175
24 H -38.778 -20.077 8.579
25 H -38.541 -22.665 7.473
26 H -37.766 -21.524 6.599
27 H -39.891 -23.026 5.524
28 H -40.266 -21.371 5.445
29 H -40.854 -21.203 9.146
30 H -41.239 -19.742 8.138
31 C -28.872 -29.199 7.123
32 C -30.176 -29.646 6.427
33 C -31.209 -29.591 7.409
34 S -30.627 -29.804 8.993
35 O -30.820 -31.078 9.345
36 O -31.023 -28.703 9.846
37 C -28.946 -29.607 8.553
38 H -28.662 -28.195 7.024
39 H -28.030 -29.607 6.700
40 H -29.888 -30.569 6.043
41 H -30.530 -29.045 5.564
42 H -32.138 -30.195 7.257
43 H -31.986 -28.853 7.280
44 H -28.599 -30.698 8.790
45 H -28.361 -28.902 9.148
46 C -38.071 -23.203 1.724
47 C -37.057 -22.148 1.329
48 C -35.733 -22.575 1.533
49 S -35.773 -24.359 1.398
50 O -35.363 -25.074 2.566
51 O -35.157 -24.673 0.141
52 C -37.516 -24.416 1.128
53 H -39.055 -22.948 1.427
54 H -38.119 -23.583 2.875
55 H -37.242 -21.007 1.714
56 H -37.062 -22.065 0.084
57 H -35.553 -22.235 2.450
58 H -35.051 -21.964 0.989
59 H -37.871 -25.417 1.686
60 H -37.668 -24.628 0.029
61 C -34.322 -21.243 8.888
62 C -35.443 -20.910 9.954
63 C -36.451 -21.881 10.205
64 S -35.435 -23.354 10.110
65 O -36.134 -24.376 9.512
66 O -34.835 -23.622 11.406
67 C -34.212 -22.856 8.955
68 H -33.687 -20.594 9.073
69 H -34.925 -21.043 7.963
70 H -36.002 -19.962 9.616
71 H -35.119 -20.760 10.803
72 H -37.231 -22.113 9.430
73 H -36.891 -21.760 11.126
74 H -34.380 -23.338 7.991
75 H -33.195 -23.069 9.421
76 C -30.925 -22.838 7.332
77 C -30.273 -22.112 6.114
78 C -28.834 -22.081 6.328
79 S -28.699 -21.651 8.033
80 O -28.527 -20.233 8.145
81 O -27.869 -22.638 8.603
82 C -30.326 -22.060 8.545
83 H -30.667 -23.803 7.249
84 H -31.897 -22.668 7.350
85 H -30.657 -21.060 6.060
86 H -30.476 -22.428 5.198
87 H -28.290 -21.382 5.673
88 H -28.594 -23.051 6.162
89 H -30.778 -20.980 8.704
90 H -30.110 -22.735 9.298
91 C -37.840 -29.228 7.580
92 C -37.936 -30.553 6.855
93 C -36.794 -31.321 7.160
94 S -35.481 -30.108 7.148
95 O -34.787 -30.032 5.959
96 O -34.745 -30.048 8.351
97 C -36.519 -28.605 7.221
98 H -37.928 -29.411 8.737
99 H -38.651 -28.536 7.487
100 H -37.885 -30.390 5.679
101 H -38.750 -31.173 6.761
102 H -36.457 -31.863 6.379
103 H -36.749 -31.907 8.216
104 H -36.664 -28.073 6.307
105 H -36.098 -27.972 7.965



[7]
Formula: C38H53As2BrKN6OS2
Source: OMol25
Level of theory: ωB97M-V/def2-TZVPD

Summary:
Charge: -1
ΔE to the lowest compared entry with this formula, charge and spin: 69.47 kJ/mol
Lowest unoccupied orbital energy: 0.083 Eh

Geometry (Å):
1 K -0.134 0.203 -1.371
2 C -1.441 1.045 -6.149
3 C -0.877 0.600 -4.829
4 N -1.095 1.198 -3.715
5 N -1.757 2.397 -3.829
6 C -2.391 2.798 -2.758
7 N -2.904 4.077 -2.871
8 S -2.771 1.994 -1.272
9 C -0.003 -0.616 -4.845
10 C 0.478 -1.085 -6.072
11 C 1.273 -2.216 -6.110
12 C 1.569 -2.862 -4.923
13 C 1.058 -2.321 -3.753
14 N 0.304 -1.235 -3.698
15 H -2.216 1.786 -5.982
16 H -1.858 0.194 -6.690
17 H -0.677 1.498 -6.786
18 H -2.427 4.654 -3.546
19 H -3.159 4.504 -1.998
20 H 0.235 -0.564 -6.984
21 H 1.651 -2.583 -7.056
22 H 2.175 -3.756 -4.885
23 H 1.274 -2.801 -2.801
24 C -1.723 -4.229 -2.042
25 As -0.803 -3.029 -0.784
26 C -1.899 -3.361 0.809
27 C 0.666 -4.277 -0.298
28 C 0.380 -5.636 -0.158
29 C 1.357 -6.542 0.210
30 C 2.650 -6.099 0.450
31 C 2.947 -4.756 0.306
32 C 1.972 -3.833 -0.076
33 As 2.416 -1.917 -0.324
34 C 4.022 -2.171 -1.445
35 C 3.383 -1.616 1.352
36 H -2.299 -4.995 -1.523
37 H -0.974 -4.702 -2.679
38 H -2.394 -3.636 -2.660
39 H -2.040 -4.431 0.968
40 H -2.866 -2.881 0.654
41 H -1.404 -2.922 1.675
42 H -0.629 -5.994 -0.331
43 H 1.111 -7.592 0.312
44 H 3.424 -6.798 0.747
45 H 3.958 -4.413 0.495
46 H 4.553 -3.086 -1.188
47 H 4.667 -1.308 -1.274
48 H 3.747 -2.190 -2.499
49 H 4.281 -2.232 1.405
50 H 2.726 -1.843 2.189
51 H 3.651 -0.559 1.395
52 C 3.879 5.339 3.961
53 C 4.649 4.185 3.306
54 C 5.317 3.349 4.406
55 C 5.747 4.787 2.432
56 C 3.697 3.304 2.503
57 C 3.902 2.977 1.171
58 C 3.009 2.153 0.518
59 Br 3.319 1.724 -1.318
60 C 1.854 1.582 1.107
61 O 1.092 0.803 0.447
62 C 1.647 1.945 2.482
63 C 2.558 2.769 3.115
64 C 0.407 1.407 3.198
65 C -0.859 1.896 2.481
66 C 0.323 1.875 4.652
67 C 0.426 -0.129 3.211
68 H 4.570 6.028 4.454
69 H 3.178 4.978 4.714
70 H 3.307 5.896 3.217
71 H 5.966 3.968 5.031
72 H 5.918 2.550 3.969
73 H 4.568 2.885 5.050
74 H 6.403 5.413 3.041
75 H 5.334 5.407 1.635
76 H 6.364 4.014 1.971
77 H 4.753 3.357 0.622
78 H 2.387 3.015 4.154
79 H -0.909 2.987 2.491
80 H -1.745 1.513 2.997
81 H -0.886 1.572 1.444
82 H 0.286 2.963 4.730
83 H 1.165 1.516 5.247
84 H -0.593 1.481 5.101
85 H 0.496 -0.518 2.197
86 H -0.486 -0.510 3.678
87 H 1.279 -0.494 3.789
88 C -5.214 1.791 1.226
89 C -5.905 0.726 0.450
90 C -7.256 0.507 0.429
91 C -7.735 -0.527 -0.408
92 N -6.968 -1.315 -1.114
93 C -5.619 -1.139 -1.064
94 S -4.520 -2.113 -1.839
95 N -5.140 -0.097 -0.293
96 C -9.217 -0.740 -0.521
97 H -5.938 2.359 1.807
98 H -4.677 2.458 0.547
99 H -4.479 1.351 1.900
100 H -7.925 1.123 1.009
101 H -4.149 0.113 -0.435
102 H -9.689 -0.712 0.462
103 H -9.420 -1.691 -1.005
104 H -9.659 0.059 -1.119



[8]
Formula: CH4N2OS
Source: OMol25
Level of theory: ωB97M-V/def2-TZVPD

Summary:
Charge: 0
ΔE to the lowest compared entry with this formula, charge and spin: 565.73 kJ/mol
Lowest unoccupied orbital energy: -0.066 Eh

Geometry (Å):
1 C -1.816 0.998 0.774
2 N -2.349 -0.153 0.766
3 N 0.791 -2.036 -1.267
4 O -0.094 -1.025 -1.374
5 S -2.002 -1.610 0.125
6 H -1.008 1.350 0.018
7 H -2.155 1.883 1.395
8 H 0.848 -2.116 -0.284
9 H 0.455 -2.902 -1.670